73
Properties=species:S:1:pos:R:3:forces:R:3:mulliken_spin:R:1 method="wB97M-V/def2-TZVPD" relative_energy_kcal_mol=66.3 total_charge=+2 multiplicity=5 total_energy_ha=-2011.773944 gap_ha="0.2786 / 0.1810" e_homo_ev="-13.7 / -13.6" molar_mass_g_mol=712.706
Os -0.619 -0.569 -1.590 -2.7 -0.8 6.9 0.850
C -1.847 1.620 1.024 -0.9 -0.5 0.2 0.144
C -2.165 0.718 -0.096 0.5 -1.5 1.8 0.181
C -2.140 -0.476 1.914 0.0 1.5 1.2 0.124
C -1.907 0.889 2.237 0.2 -1.5 -1.1 0.128
C -2.408 -0.575 0.526 0.5 2.2 -1.3 0.330
C -1.786 3.098 0.926 0.5 0.5 -0.3 -0.003
H -1.419 3.412 -0.066 -0.1 -0.1 0.3 0.000
H -1.111 3.526 1.689 -0.3 -0.1 -0.3 0.006
H -2.766 3.600 1.068 0.3 -0.5 0.0 0.028
C -1.719 1.409 3.593 0.4 0.3 1.1 0.030
H -1.414 2.466 3.604 -0.2 -0.3 0.0 0.000
H -0.930 0.837 4.112 -0.4 0.3 0.0 0.006
H -2.630 1.317 4.205 0.2 0.1 -0.2 -0.003
C -2.213 -1.596 2.886 0.2 -0.3 0.1 -0.022
H -3.202 -1.705 3.359 0.2 0.1 -0.2 0.020
H -1.478 -1.434 3.684 -0.3 -0.1 -0.1 0.012
H -1.980 -2.546 2.384 -0.1 0.1 0.3 -0.008
C -3.058 -1.704 -0.153 -0.3 -0.6 0.0 0.015
H -4.142 -1.507 -0.278 0.5 -0.1 -0.2 0.012
H -2.969 -2.635 0.434 0.0 0.3 -0.5 -0.003
H -2.617 -1.856 -1.167 -0.5 -0.2 0.2 0.019
C -2.993 1.231 -1.202 0.1 0.3 -0.9 0.000
H -4.012 1.406 -0.864 -0.3 0.0 -0.1 0.010
H -3.017 0.515 -2.026 -0.3 0.1 -0.3 -0.011
H -2.601 2.180 -1.578 -0.1 -0.1 -0.1 0.000
C 1.222 0.215 -1.812 0.9 1.6 -0.9 0.053
C 0.127 1.154 -2.121 1.7 0.8 -0.6 0.040
C -0.254 1.437 -3.540 -0.5 0.8 -0.4 -0.003
C -1.113 0.349 -4.215 -0.5 -0.2 -0.4 0.014
C -1.198 -0.932 -3.407 0.6 -0.3 -2.4 0.014
C 0.012 -1.689 -3.083 0.7 -1.0 -2.3 -0.022
C 1.352 -1.377 -3.705 0.8 -0.4 -0.6 0.000
C 2.087 -0.280 -2.928 0.8 -0.6 -1.1 0.002
H 0.629 1.629 -4.154 -0.1 0.3 0.1 -0.002
H -0.766 0.132 -5.241 -0.1 0.1 0.4 0.000
H -0.870 2.335 -3.444 0.3 0.1 -0.7 0.002
H 2.346 0.530 -3.628 -0.1 0.0 0.4 -0.001
H 1.869 0.615 -1.028 -0.6 -0.6 0.8 -0.013
H 0.113 2.004 -1.436 -0.5 -0.1 0.0 -0.011
H 3.070 -0.674 -2.605 -0.6 0.3 0.3 -0.001
H 1.998 -2.279 -3.746 -0.6 0.3 0.1 0.000
H -0.150 -2.758 -3.085 -0.3 -0.3 0.5 0.010
H 1.231 -1.105 -4.757 -0.1 0.1 0.0 0.001
H -2.146 0.705 -4.292 0.2 0.1 -0.2 0.001
H -2.102 -1.526 -3.603 0.1 0.2 0.5 -0.005
P 1.857 1.822 1.711 1.3 0.8 0.1 0.515
C 1.734 2.949 3.138 -0.4 -0.5 0.2 0.037
H 2.650 3.549 3.141 -0.2 0.0 0.1 0.014
H 1.623 2.373 4.064 0.1 0.3 -0.1 -0.002
H 0.849 3.589 3.005 0.4 -0.1 0.1 -0.005
C 3.594 1.240 1.653 -0.2 -0.5 0.1 0.026
H 4.218 2.036 2.073 0.1 -0.2 -0.2 0.010
H 3.861 1.040 0.606 0.0 0.2 0.3 -0.007
H 3.707 0.311 2.226 0.2 0.5 -0.2 0.005
C 2.030 3.117 0.404 -0.8 -0.2 -0.6 0.126
H 2.270 2.674 -0.573 0.0 0.2 0.3 -0.008
H 2.844 3.784 0.723 -0.2 -0.2 0.0 0.017
H 1.094 3.686 0.299 0.4 0.0 0.1 -0.006
P 1.102 -2.348 1.289 0.3 -1.6 -1.4 0.435
C 0.013 -3.353 0.161 -0.7 0.3 -0.1 0.188
H 0.677 -4.091 -0.317 -0.3 0.2 0.1 0.029
H -0.486 -2.762 -0.646 0.4 -0.6 0.6 -0.065
H -0.746 -3.886 0.751 0.1 0.2 -0.3 -0.002
C 2.551 -2.357 0.146 0.2 0.6 0.2 0.069
H 2.249 -2.133 -0.889 0.0 0.0 0.5 -0.015
H 2.971 -3.369 0.196 0.0 0.3 -0.1 0.006
H 3.296 -1.621 0.466 0.0 -0.2 -0.1 -0.005
C 1.533 -3.744 2.377 -0.1 0.3 0.4 0.015
H 1.764 -4.606 1.744 0.0 0.1 0.2 0.002
H 0.669 -3.957 3.019 0.3 -0.1 -0.1 0.001
H 2.386 -3.467 3.004 -0.1 -0.2 -0.1 -0.004
I 1.373 -0.584 3.438 -0.1 0.2 0.0 0.679

=====

85
Properties=species:S:1:pos:R:3:forces:R:3:mulliken_spin:R:1 method="wB97M-V/def2-TZVPD" relative_energy_kcal_mol=0.0 multiplicity=2 total_energy_ha=-4400.088759 gap_ha="0.3167 / 0.3166" e_homo_ev="-8.4 / -8.4" molar_mass_g_mol=792.745
C -1.387 -0.473 -3.682 -0.2 0.2 -0.1 0.000
C -0.932 -1.758 -3.057 0.4 -0.7 0.1 0.000
H -1.137 -0.390 -4.749 -0.1 0.0 0.4 0.000
H -0.947 0.385 -3.141 -0.2 -0.3 -0.2 0.000
H -2.483 -0.393 -3.584 0.3 0.1 0.0 0.000
C -0.444 -2.823 -3.715 -0.3 0.4 0.4 0.000
C -0.358 -2.990 -5.195 0.0 -0.1 -0.4 0.000
H -0.124 -3.695 -3.141 -0.2 0.2 -0.1 0.000
H -0.571 -2.067 -5.739 0.1 -0.1 0.0 0.000
H -1.090 -3.740 -5.522 0.1 0.1 0.0 0.000
H 0.621 -3.367 -5.516 -0.1 0.1 0.1 0.000
Yb 0.553 0.501 0.621 -0.2 -1.0 -1.4 1.011
Cl 0.670 2.761 -0.655 0.0 -1.6 1.0 -0.001
C 0.218 -2.217 2.117 -0.5 -0.4 0.1 -0.001
O 1.133 -1.382 1.942 -0.4 0.0 0.0 -0.001
N 0.302 -3.295 2.906 0.4 0.7 -0.4 0.000
C 1.569 -3.621 3.534 0.0 0.0 0.1 0.000
C -0.811 -4.218 3.058 -0.3 -0.1 -0.2 0.000
H -0.746 -2.088 1.603 0.2 -0.1 0.3 -0.001
H 2.240 -2.775 3.386 0.0 -0.2 0.1 0.000
H 2.006 -4.520 3.083 -0.1 0.1 0.0 0.000
H 1.412 -3.801 4.601 0.1 0.0 -0.1 0.000
H -1.729 -3.728 2.718 0.1 -0.1 0.1 0.000
H -0.926 -4.508 4.109 0.1 0.2 -0.1 0.000
H -0.671 -5.128 2.462 0.1 0.2 0.1 0.000
H 0.644 3.484 5.545 0.1 -0.1 -0.1 0.000
H -1.048 4.912 4.778 -0.1 -0.2 -0.3 0.000
C 1.128 3.550 4.565 0.0 0.1 0.2 0.000
C -0.852 4.791 3.706 0.0 0.2 -0.4 0.000
N 0.125 3.728 3.530 0.4 -0.5 -0.1 0.000
H 1.679 2.636 4.332 0.0 0.3 0.3 0.000
C 0.157 2.890 2.497 -0.6 0.5 -0.1 0.000
O 0.904 1.885 2.464 -0.1 -0.4 -0.4 -0.001
H -1.781 4.533 3.183 0.2 0.0 0.1 0.000
H -0.485 3.104 1.627 0.1 0.2 0.7 0.000
H 1.803 4.412 4.581 0.0 -0.1 0.0 0.000
H -0.464 5.748 3.330 -0.1 -0.2 0.1 0.000
H 1.451 -0.351 -3.216 0.1 0.1 0.3 0.000
H 2.334 -2.847 -2.854 0.1 0.3 0.1 0.000
C 2.339 0.011 -2.683 -0.1 0.1 -0.4 0.000
C 3.219 -2.299 -2.497 -0.1 -0.3 0.0 0.000
N 2.851 -1.059 -1.842 0.7 0.1 1.3 0.000
H 2.076 0.891 -2.088 0.1 -0.3 -0.2 0.000
C 3.041 -0.919 -0.513 -0.3 -0.5 -1.6 0.000
O 2.862 0.132 0.123 -0.9 0.0 0.1 0.000
H 3.758 -2.926 -1.776 -0.1 0.1 -0.3 0.000
H 3.324 -1.867 -0.010 0.1 0.5 -0.1 0.000
H 3.092 0.275 -3.435 0.0 0.0 0.2 0.000
H 3.863 -2.102 -3.364 -0.1 0.0 0.3 0.000
O 0.046 -0.853 -1.144 1.7 1.6 2.3 -0.005
C -0.956 -1.688 -1.519 -0.8 -0.2 0.0 -0.001
C 0.363 -3.704 -0.701 0.0 -0.3 -0.1 0.000
C -0.878 -3.078 -0.852 0.1 0.7 -0.4 0.001
H 1.274 -3.134 -0.906 -0.4 -0.2 0.0 0.000
C 0.429 -5.060 -0.362 0.1 0.3 0.1 0.000
H -1.915 -1.199 -1.234 -0.1 -0.6 -0.1 0.000
C -2.043 -3.748 -0.492 0.1 -0.3 -0.2 0.000
H 1.403 -5.565 -0.321 -0.4 0.2 0.0 0.000
C -0.749 -5.760 -0.098 -0.3 -0.2 -0.1 0.000
C -1.985 -5.099 -0.137 0.2 0.1 0.0 0.000
H -2.988 -3.202 -0.545 0.2 -0.3 0.0 0.000
H -0.709 -6.834 0.129 0.0 0.5 -0.1 0.000
H -2.907 -5.634 0.095 0.3 0.1 0.0 0.000
Si -0.274 5.115 -1.930 -0.1 2.2 -0.7 0.000
Cl -0.679 3.591 -3.290 -0.1 0.1 -0.2 0.000
C 1.552 5.432 -1.566 0.4 -0.5 0.1 0.000
C -1.517 5.236 -0.509 0.0 -0.2 0.2 0.000
C -0.633 6.666 -3.070 0.0 -0.5 0.3 0.000
H 2.064 4.536 -1.180 -0.1 0.7 -0.2 0.000
H 1.686 6.251 -0.840 -0.2 -0.2 -0.2 0.000
H 2.035 5.743 -2.502 -0.1 0.0 0.2 0.000
H 0.128 6.682 -3.872 -0.3 0.0 0.3 0.000
H -0.609 7.645 -2.553 0.0 -0.5 -0.1 0.000
H -1.615 6.553 -3.552 0.2 0.1 0.1 0.000
H -1.556 4.337 0.133 0.0 0.5 -0.4 0.000
H -2.520 5.405 -0.931 0.3 -0.1 0.1 0.000
H -1.298 6.115 0.132 0.1 -0.4 -0.4 0.000
C -1.873 -0.078 3.930 0.2 0.0 0.1 0.000
S -2.514 0.572 2.390 -1.4 0.7 0.9 0.000
O -3.862 0.025 2.291 1.3 0.4 -0.2 0.000
O -2.399 2.033 2.503 -0.1 -1.1 -0.2 0.000
O -1.603 0.049 1.326 0.9 0.1 -0.3 -0.001
H -2.482 0.343 4.737 0.1 -0.1 -0.2 0.000
H -0.819 0.192 4.086 -0.3 0.0 -0.2 0.000
H -1.983 -1.166 3.930 0.0 0.1 -0.1 0.000

=====

91
Properties=species:S:1:pos:R:3:forces:R:3:lowdin_charge:R:1 method="wB97M-V/def2-TZVPD" multiplicity=1 total_energy_ha=-3695.622899 gap_ha=0.2862 e_homo_ev=-7.9 molar_mass_g_mol=942.487
C 6.786 1.839 -1.026 0.3 0.2 -0.3 -0.129
N 5.666 2.717 -1.457 0.2 -2.3 -0.5 -0.329
C 4.458 1.878 -1.545 0.3 -0.2 -0.6 -0.379
P 2.814 2.862 -1.449 1.2 1.7 0.7 0.648
I 4.201 4.866 -0.662 -0.1 1.8 0.4 0.755
C 1.953 2.906 0.222 0.2 0.5 0.2 -0.345
C 2.566 2.025 1.337 1.1 2.3 -2.2 -0.899
O 1.939 1.169 1.759 -2.2 -3.2 1.9 0.042
I 4.516 2.318 2.199 0.1 0.3 0.0 0.861
C 2.352 3.893 -2.935 -0.4 -0.1 0.3 -0.259
C 1.698 5.256 -2.606 -0.3 -2.0 1.5 -0.601
O 2.036 6.176 -3.236 0.9 2.5 -1.8 0.129
N 0.666 5.358 -1.596 -0.6 -0.1 0.0 -0.162
C -0.611 5.658 -2.303 -0.6 -0.5 -0.5 -0.057
C 0.933 6.427 -0.623 0.4 0.6 0.5 -0.117
S 1.684 1.074 -2.139 1.6 -2.9 -0.3 0.624
O 2.257 0.583 -3.369 -0.3 1.1 -1.1 -0.325
O 1.862 0.069 -1.116 -0.9 0.6 1.2 -0.325
C -0.123 1.400 -2.535 0.1 -0.2 -0.3 -0.486
F -0.459 2.581 -1.994 -0.3 0.1 0.8 0.098
F -0.184 1.565 -3.849 0.1 0.0 -0.7 0.131
C -1.108 0.246 -2.190 0.6 0.1 0.6 -0.402
F -0.492 -0.918 -2.388 0.7 -0.5 0.3 0.162
F -2.078 0.266 -3.088 -1.3 0.4 -0.2 0.188
C -1.664 0.257 -0.731 -1.2 0.1 -0.4 -0.357
F -0.709 0.235 0.171 1.2 0.3 0.3 0.179
F -2.353 -0.882 -0.567 -0.3 -0.4 -0.6 0.154
C -2.654 1.443 -0.368 -0.3 -1.1 0.5 -0.589
F -2.093 2.245 0.501 0.9 1.0 0.4 0.197
F -3.714 0.932 0.239 -0.7 -0.5 0.2 0.181
F -3.095 2.117 -1.397 0.1 0.6 -1.1 0.205
H 6.594 1.383 -0.053 -0.1 0.2 -0.1 0.039
H 6.994 1.030 -1.746 -0.1 0.1 0.2 0.083
H 7.684 2.463 -0.979 -0.1 -0.1 0.2 0.085
H 5.886 2.896 -2.437 0.0 0.6 0.2 0.092
H 4.534 1.335 -2.495 -0.8 -0.1 0.2 0.100
H 4.440 1.132 -0.744 -0.2 0.2 0.0 0.072
H 2.030 3.939 0.566 0.0 -0.1 -0.2 0.002
H 0.885 2.669 0.190 0.3 -0.3 -0.2 0.083
H 1.772 3.348 -3.695 -0.1 0.0 0.4 0.092
H 3.302 4.159 -3.408 -0.1 -0.2 0.2 0.082
H -1.134 6.519 -1.882 0.3 -0.1 0.1 0.084
H -1.311 4.813 -2.260 0.2 0.1 0.1 0.068
H -0.463 5.873 -3.368 0.1 0.1 0.2 0.093
H 1.590 6.091 0.182 0.1 -0.1 -0.3 0.023
H 0.019 6.771 -0.130 -0.1 -0.4 -0.3 0.084
H 1.384 7.324 -1.075 0.0 -0.3 -0.1 0.096
C -5.778 0.049 6.013 0.0 -0.1 0.0 -0.092
C -4.971 -0.184 4.744 -0.1 0.0 0.1 -0.275
N -3.618 0.336 4.818 0.2 0.2 -0.1 -0.197
C -2.945 0.376 3.528 -0.1 0.1 -0.2 -0.244
C -2.666 -0.954 2.826 0.2 0.0 0.0 -0.069
C -2.813 -0.141 5.930 -0.1 0.0 0.3 -0.248
C -2.598 -1.653 6.067 0.1 0.0 0.1 -0.084
H -5.783 1.105 6.287 0.1 0.0 0.0 0.079
H -6.812 -0.263 5.855 0.0 0.0 0.0 0.072
H -5.392 -0.527 6.856 0.0 0.0 0.0 0.064
H -5.490 0.327 3.928 0.2 0.0 -0.1 0.118
H -4.990 -1.257 4.502 -0.1 0.0 0.0 0.100
H -2.004 0.924 3.635 0.0 0.0 0.2 0.115
H -3.553 0.992 2.857 -0.1 0.0 0.1 0.098
H -1.839 -1.489 3.292 -0.1 -0.1 0.0 0.063
H -2.374 -0.766 1.795 0.0 0.0 0.0 0.035
H -3.539 -1.607 2.798 0.0 0.0 0.1 0.076
H -3.268 0.220 6.857 -0.1 0.0 -0.1 0.100
H -1.838 0.353 5.899 0.0 0.0 -0.2 0.114
H -3.521 -2.219 5.928 0.0 0.0 0.0 0.067
H -2.228 -1.879 7.069 0.0 0.0 0.0 0.071
H -1.854 -2.025 5.364 -0.1 0.0 -0.1 0.054
C 0.921 -7.366 -3.552 0.0 0.0 -0.1 -0.093
C -0.061 -6.577 -2.698 0.1 0.0 -0.1 -0.278
N 0.531 -6.037 -1.488 0.1 -0.1 0.4 -0.200
C -0.446 -5.531 -0.538 -0.1 -0.1 0.0 -0.249
C -1.276 -4.325 -0.976 -0.3 0.2 0.3 -0.087
C 1.704 -5.196 -1.671 0.2 0.0 -0.3 -0.242
C 1.553 -3.951 -2.558 0.2 0.1 0.1 -0.076
H 1.400 -8.155 -2.970 0.0 0.1 0.0 0.079
H 0.392 -7.835 -4.383 0.0 0.0 0.0 0.071
H 1.696 -6.728 -3.979 0.0 0.0 0.0 0.064
H -0.867 -7.259 -2.411 0.0 0.1 0.1 0.117
H -0.522 -5.794 -3.319 0.0 0.0 -0.1 0.099
H 0.058 -5.294 0.403 0.1 0.0 -0.1 0.112
H -1.130 -6.350 -0.290 0.0 0.0 -0.1 0.109
H -0.712 -3.394 -0.957 0.1 0.0 -0.1 0.045
H -2.108 -4.195 -0.279 0.0 0.0 0.0 0.071
H -1.704 -4.455 -1.971 0.0 0.0 0.0 0.070
H 2.507 -5.814 -2.085 -0.1 -0.1 -0.1 0.099
H 2.080 -4.889 -0.692 -0.2 0.0 0.1 0.115
H 1.018 -4.162 -3.486 0.0 0.0 0.0 0.069
H 2.542 -3.576 -2.834 0.0 0.0 0.0 0.074
H 1.044 -3.142 -2.040 0.0 0.0 -0.1 0.041